{
  "formula": "C23H30BBrCrF2NO2SbTe",
  "method": "ωB97M-V with the def2-TZVPD basis set",
  "charge": -1,
  "multiplicity": 2,
  "homo_lumo_gap_ev": [6.2, 6.2],
  "relative_energy_kcal_mol": 0.0,
  "homo_ev": [-4.225, -4.220],
  "elements": ["Cr", "C", "C", "Sb", "C", "C", "C", "C", "H", "H", "H", "H", "H", "H", "H", "H", "H", "H", "H", "H", "H", "H", "H", "Br", "C", "C", "C", "C", "C", "C", "C", "O", "O", "H", "H", "H", "H", "C", "C", "C", "C", "C", "C", "Te", "C", "C", "C", "H", "H", "H", "H", "H", "H", "H", "H", "H", "H", "H", "F", "B", "F", "N", "C"],
  "coordinates": [[1.165214, -1.114623, 0.765631], [-5.392809, 2.060025, 0.014563], [-4.174366, 2.851200, 0.482770], [-2.432782, 1.571943, 0.693743], [-0.936242, 3.129759, 0.835872], [-1.387378, 4.547201, 0.503162], [-2.276095, 1.145182, -1.418141], [-2.036717, 2.348660, -2.319037], [-6.285979, 2.687241, -0.051969], [-5.620679, 1.236453, 0.696143], [-5.225144, 1.627924, -0.974421], [-4.365955, 3.310006, 1.455081], [-3.946636, 3.657229, -0.215343], [-0.128203, 2.806669, 0.179554], [-0.549108, 3.080098, 1.854993], [-1.746339, 4.625346, -0.523658], [-0.555776, 5.248811, 0.611990], [-2.191285, 4.887314, 1.159644], [-3.192403, 0.615580, -1.695914], [-1.451987, 0.438452, -1.509349], [-2.812213, 3.110362, -2.201594], [-2.024948, 2.051477, -3.371466], [-1.066881, 2.797185, -2.103058], [-3.848603, -6.113539, -3.216049], [-3.623472, -4.552987, -2.158420], [-4.726207, -3.758332, -1.885193], [-4.562712, -2.618526, -1.110389], [-3.311724, -2.279921, -0.620890], [-2.219977, -3.089851, -0.906923], [-2.367596, -4.238691, -1.676843], [-0.883000, -2.704195, -0.385057], [0.094279, -3.512309, -0.613473], [-0.740038, -1.635916, 0.230112], [-5.697545, -4.029463, -2.275036], [-5.416628, -1.990743, -0.892177], [-3.164747, -1.394548, -0.015724], [-1.509629, -4.859666, -1.889523], [7.696735, 0.671746, -1.620752], [6.582611, 0.441234, -0.633864], [5.743957, 1.471144, -0.242171], [4.705586, 1.273578, 0.666674], [3.840774, 2.445220, 1.040215], [4.502269, -0.003929, 1.203033], [2.940955, -0.340510, 2.619985], [5.346413, -1.059377, 0.823438], [5.187182, -2.451262, 1.372406], [6.368347, -0.816814, -0.087899], [7.656164, 1.682542, -2.027255], [7.635057, -0.029796, -2.455015], [8.674637, 0.537035, -1.152064], [5.887031, 2.461845, -0.662509], [4.153824, 3.337320, 0.495838], [3.901345, 2.644118, 2.112178], [2.794781, 2.247216, 0.806785], [4.203363, -2.859439, 1.141471], [5.278469, -2.452155, 2.460033], [5.945015, -3.114351, 0.952460], [7.010423, -1.641618, -0.383181], [1.124299, -3.224111, 1.508310], [1.360660, -3.081857, 0.100238], [2.416487, -3.789582, -0.371263], [1.187449, 1.282017, -1.347868], [1.190845, 0.432667, -0.558971]],
  "forces_ev_per_angstrom": [[0.3, 0.1, -0.2], [0.0, 0.0, 0.0], [0.0, 0.0, 0.0], [0.0, 0.0, 0.0], [0.0, 0.0, 0.0], [0.0, 0.0, 0.0], [0.0, 0.0, 0.0], [0.0, 0.0, 0.0], [0.0, 0.0, 0.0], [0.0, 0.0, 0.0], [0.0, 0.0, 0.0], [0.0, 0.0, 0.0], [0.0, 0.0, 0.0], [0.0, 0.0, 0.0], [0.0, 0.0, 0.0], [0.0, 0.0, 0.0], [0.0, 0.0, 0.0], [0.0, 0.0, 0.0], [0.0, 0.0, 0.0], [0.0, 0.0, 0.0], [0.0, 0.0, 0.0], [0.0, 0.0, 0.0], [0.0, 0.0, 0.0], [0.0, 0.0, 0.0], [0.0, 0.0, 0.0], [0.0, 0.0, 0.0], [0.0, 0.0, 0.0], [0.0, 0.0, 0.0], [0.0, 0.0, 0.0], [0.0, 0.0, 0.0], [-0.1, 0.0, 0.0], [0.0, 0.0, 0.0], [-0.1, 0.0, 0.1], [0.0, 0.0, 0.0], [0.0, 0.0, 0.0], [0.0, 0.0, 0.0], [0.0, 0.0, 0.0], [0.0, 0.0, 0.0], [0.0, 0.0, 0.0], [0.0, 0.0, 0.0], [0.0, 0.0, 0.0], [0.0, 0.0, 0.0], [0.0, 0.0, 0.0], [-0.1, 0.0, 0.1], [0.0, 0.0, 0.0], [0.0, 0.0, 0.0], [0.0, 0.0, 0.0], [0.0, 0.0, 0.0], [0.0, 0.0, 0.0], [0.0, 0.0, 0.0], [0.0, 0.0, 0.0], [0.0, 0.0, 0.0], [0.0, 0.0, 0.0], [0.0, 0.0, 0.0], [0.0, 0.0, 0.0], [0.0, 0.0, 0.0], [0.0, 0.0, 0.0], [0.0, 0.0, 0.0], [0.0, -0.1, -0.1], [0.0, -0.1, 0.2], [0.0, 0.0, 0.0], [0.0, 0.1, 0.0], [0.0, 0.0, 0.1]],
  "lowdin_spin": [1.161, 0.000, 0.000, 0.000, 0.000, 0.000, 0.000, 0.000, 0.000, 0.000, 0.000, 0.000, 0.000, 0.000, 0.000, 0.000, 0.000, 0.000, 0.000, 0.000, 0.000, 0.000, 0.000, 0.000, 0.000, -0.001, 0.000, 0.000, 0.000, -0.001, -0.005, -0.019, -0.001, 0.000, 0.000, 0.000, 0.000, 0.000, -0.001, 0.001, 0.000, 0.000, 0.003, -0.005, -0.001, 0.000, 0.000, 0.000, 0.000, 0.000, 0.000, 0.000, 0.000, -0.001, -0.001, 0.000, 0.000, 0.000, -0.015, -0.099, -0.027, 0.018, -0.007]
}

---

{
  "formula": "C4H10N2",
  "method": "ωB97M-V with the def2-TZVPD basis set",
  "charge": 0,
  "homo_lumo_gap_ev": 9.5,
  "relative_energy_kcal_mol": 64.1,
  "homo_ev": -8.714,
  "smiles": "C=C(N)CCN",
  "elements": ["C", "C", "N", "C", "C", "N", "H", "H", "H", "H", "H", "H", "H", "H", "H", "H"],
  "coordinates": [[-2.060884, -0.820418, 0.955913], [-0.761879, -0.703840, 0.430058], [0.125066, -1.834157, 0.133705], [-0.062547, 0.658343, 0.365228], [0.319224, 0.900440, -1.126913], [1.786650, 1.461950, -1.156735], [-2.220798, -1.894074, 0.793026], [-2.516816, 0.079341, 1.299628], [1.123391, -1.526189, 0.185385], [0.113941, -2.435121, 0.936191], [0.809194, 0.606544, 1.110357], [-0.655312, 1.577739, 0.706782], [-0.438035, 1.522689, -1.438525], [0.321493, 0.106013, -1.940673], [1.865993, 1.749919, -0.221372], [2.251319, 0.550821, -1.032055]],
  "forces_ev_per_angstrom": [[5.5, -1.6, -2.9], [-1.6, 1.3, 2.6], [0.3, 1.6, 0.4], [-0.1, -0.7, 0.2], [3.3, -0.8, 0.3], [-2.0, -1.9, -1.0], [-1.8, 0.5, 1.0], [-0.9, -0.2, 0.1], [-1.2, 0.1, -0.6], [-0.6, -0.7, 0.3], [-0.8, 0.0, -1.3], [0.4, -1.7, -0.4], [-1.1, 2.2, -1.1], [-0.1, 0.2, 1.8], [0.4, 1.4, 1.4], [0.4, 0.4, -0.6]],
  "lowdin_charge": [0.043, -0.404, 0.050, -0.192, -0.233, -0.006, 0.058, 0.040, 0.086, 0.065, 0.124, 0.130, 0.059, 0.129, 0.000, 0.050]
}

---

{
  "formula": "C3H5NO3",
  "method": "ωB97M-V with the def2-TZVPD basis set",
  "charge": 0,
  "homo_lumo_gap_ev": [6.4, 6.4],
  "relative_energy_kcal_mol": 172.3,
  "homo_ev": [-10.233, -10.257],
  "elements": ["C", "C", "C", "N", "O", "O", "O", "H", "H", "H", "H", "H"],
  "coordinates": [[0.890024, 1.592070, 0.066095], [1.854050, -0.696608, -0.159461], [-1.953585, -0.722216, 0.144337], [1.002679, 0.243658, 0.253434], [-0.126138, 2.248805, 0.090940], [1.942363, -1.844717, 0.142236], [-1.057055, -0.537008, 1.160252], [1.881841, 2.186923, -0.121498], [2.527361, -0.173339, -0.926460], [-1.913232, -0.099751, -0.761879], [-2.986879, -0.552177, 0.506898], [-2.061432, -1.645641, -0.394895]],
  "forces_ev_per_angstrom": [[0.5, 1.6, -0.6], [1.2, 0.9, -1.1], [-1.1, 0.5, -1.0], [-3.1, 0.0, 1.5], [0.4, -0.7, 0.2], [-0.1, -0.6, 0.0], [1.6, 0.5, -1.5], [-1.0, -1.4, 0.2], [-0.1, -0.7, 0.6], [0.5, 1.0, 0.6], [0.3, 0.4, 0.5], [0.9, -1.6, 0.6]],
  "lowdin_charge": [-0.358, -0.405, -0.197, 0.175, 0.041, 0.082, 0.039, 0.168, 0.163, 0.101, 0.115, 0.076]
}